Molecular formula: C20H60O10S4
Method: DFT, the ωB97M-V functional and the def2-TZVPD basis

Each line ends with the Mulliken charge.
Atoms and positions in Å:
C 0.806 -4.866 1.370  -0.718
C 1.943 -4.113 1.853  -0.340
O 1.992 -2.797 1.357  -0.417
H 0.700 -5.768 1.872  0.618
H 0.803 -5.282 0.251  -0.044
H -0.162 -4.355 1.463  -0.022
H 2.964 -4.579 1.638  0.204
H 1.825 -4.085 2.928  0.318
H 1.987 -2.785 0.405  0.522
C -4.953 1.011 1.321  -1.558
C -3.441 1.019 1.266  -0.088
O -3.056 -0.187 0.620  -0.272
H -5.646 0.989 0.396  0.274
H -5.112 1.942 1.940  0.366
H -5.311 0.292 1.854  0.511
H -3.187 0.969 2.362  -0.111
H -2.805 1.669 0.897  0.768
H -3.704 -0.839 0.972  0.237
C -2.645 2.662 -3.355  -1.223
C -3.906 2.246 -4.181  -0.546
O -4.675 1.414 -3.284  -0.500
H -2.926 3.318 -2.578  0.379
H -1.903 3.102 -3.889  0.576
H -2.418 1.826 -2.859  0.437
H -3.401 1.719 -4.965  0.404
H -4.487 3.147 -4.543  0.237
H -4.986 1.948 -2.587  0.265
C 2.442 2.639 -3.519  -0.898
C 2.971 1.259 -3.122  0.660
O 4.230 1.057 -3.413  -0.552
H 2.553 2.915 -4.545  0.471
H 3.014 3.273 -2.919  0.340
H 1.225 2.749 -3.308  -0.033
H 2.733 0.438 -3.951  -0.081
H 2.581 1.056 -2.214  -0.313
H 4.728 0.440 -2.747  0.494
C -0.492 -0.688 -0.156  -2.121
C -0.590 0.756 -0.733  0.815
O 0.606 1.550 -0.454  -0.338
H 0.374 -1.088 -0.151  1.800
H -1.182 -1.458 -0.312  0.735
H -0.550 -0.653 0.924  -0.118
H -1.416 1.539 -0.382  -1.191
H -0.561 0.872 -1.845  0.105
H 0.642 1.565 0.442  0.144
C -0.891 4.759 -0.498  -0.113
C -0.545 5.533 -1.784  -0.347
O 0.132 6.733 -1.440  -0.514
H -1.339 5.516 0.283  0.333
H 0.093 4.414 0.005  0.097
H -1.477 3.858 -0.730  -0.207
H -1.553 5.627 -2.190  0.271
H -0.067 4.777 -2.296  0.095
H -0.542 7.431 -1.626  0.362
C -3.410 -3.443 4.098  -0.972
S -2.851 -3.166 2.470  0.496
O -3.979 -2.378 1.802  -0.717
C -1.666 -1.937 2.920  -0.490
H -3.880 -2.597 4.590  0.326
H -2.519 -3.838 4.782  0.309
H -4.184 -4.296 4.278  0.332
H -0.894 -2.322 3.444  0.876
H -2.116 -1.055 3.336  0.608
H -0.958 -1.692 2.025  -0.766
C 3.958 -0.483 0.909  -1.498
S 4.417 -1.638 -0.401  0.769
O 5.077 -0.811 -1.544  -0.816
C 5.877 -2.364 0.526  -1.041
H 3.093 -0.140 0.496  0.263
H 4.781 0.303 0.999  0.398
H 3.562 -0.829 1.680  0.914
H 6.701 -1.755 1.030  0.345
H 6.406 -3.331 -0.091  0.261
H 5.486 -2.926 1.431  0.307
C 1.795 -2.424 -3.049  -0.711
S 1.462 -3.900 -2.066  0.302
O 1.730 -3.499 -0.644  -0.613
C -0.370 -3.809 -2.213  -0.430
H 1.225 -1.607 -2.808  0.081
H 1.541 -2.808 -4.141  0.429
H 2.869 -2.251 -3.103  0.345
H -0.774 -4.581 -1.472  0.302
H -0.686 -3.823 -3.334  0.396
H -0.722 -2.793 -1.816  -0.073
C 1.986 1.018 3.666  -1.362
S 1.110 2.448 3.233  0.205
O 0.976 2.459 1.684  -0.490
C -0.430 2.003 3.973  -0.600
H 2.050 0.956 4.533  1.085
H 2.820 1.084 3.145  0.268
H 1.388 0.064 3.316  0.114
H -0.884 1.030 3.462  -0.137
H -1.146 2.779 3.928  0.415
H -0.261 1.864 5.087  0.395

Calculated values
HOMO-LUMO gap   7.958 eV
2S+1   1
Total energy   -85511.9027 eV
Relative energy (zero: lowest compared OMol25 entry of this formula, charge and spin)   68.2 kJ/mol